No. 1
A molecular structure, C3H2O2Sr. Source: OMol25; level of theory: the ωB97M-V functional and the def2-TZVPD basis.

Output
Energy above the lowest of the compared OMol25 structures with the same formula, charge and spin (kJ/mol): 35.4
Electronic energy (Eh): -296.37712
HOMO (spin up / spin down) (eV): -9.55 / -13.61
2S+1: 2
Kohn-Sham gap (spin up / spin down) (eV): 5.376 / 9.437
Total charge: +1

```
8
Properties=species:S:1:pos:R:3:lowdin_charge:R:1
H 3.16142 -2.18434 -0.16490 0.15
O 1.45901 -0.95925 -0.72877 0.01
O -0.27379 0.08147 0.59317 -0.10
C 2.41691 -1.45253 0.15096 0.01
C 1.84779 -1.06161 1.32557 0.05
C 0.78523 -0.46542 0.53323 -0.37
H 1.89781 -1.38247 2.36033 0.12
Sr -2.18187 1.45676 -0.58158 1.11
```

No. 2
A molecular structure, C8H10AlN2S. Source: OMol25; level of theory: the ωB97M-V functional and the def2-TZVPD basis.

Output
Energy above the lowest of the compared OMol25 structures with the same formula, charge and spin (kJ/mol): 398.8
Electronic energy (Eh): -1060.86353
HOMO (eV): -0.86
Kohn-Sham gap (eV): 4.016
Total charge: -1

```
22
Properties=species:S:1:pos:R:3:lowdin_charge:R:1
C 1.85411 0.18477 0.90316 -0.20
C 2.06651 -0.48535 -0.38382 -0.19
C 1.43556 -1.76271 -0.31944 -0.17
C 0.86388 -1.91604 0.96818 -0.21
C 1.13110 -0.75691 1.73318 -0.18
Al 0.05272 0.51352 -0.14948 0.12
N -1.30364 0.65186 1.11108 -0.40
C -0.73533 1.93435 -1.42195 -0.32
C 0.15777 1.06848 -2.11201 -0.29
H 1.48553 -2.53593 -1.08690 0.09
H 2.82018 -0.18444 -1.11349 0.10
H 0.39716 -2.82393 1.33942 0.09
H 0.94546 -0.63250 2.79750 0.10
H 2.43756 1.02876 1.26616 0.10
H 1.18866 1.36452 -2.34212 0.03
H -0.41747 2.88106 -0.99876 0.00
H -1.87662 1.38623 1.52833 0.04
H -0.20948 0.29199 -2.79541 0.03
H -1.80149 1.84976 -1.59003 0.02
S -1.97891 -0.82614 0.85966 0.83
C -3.67199 -0.61210 0.86011 -0.63
N -4.84128 -0.61927 0.94663 0.02
```

No. 3
A single C23H28N4O2 molecule. Source: OMol25; level of theory: the ωB97M-V functional and the def2-TZVPD basis.

Output
Energy above the lowest of the compared OMol25 structures with the same formula, charge and spin (kJ/mol): 238.9
Electronic energy (Eh): -1262.73583
HOMO (eV): -8.61
Kohn-Sham gap (eV): 9.275
Structure (SMILES): C/C(Cc1ccccc1)=N/NC(=O)CCCC(=O)N/N=C(/C)Cc1ccccc1
Total charge: 0

```
57
Properties=species:S:1:pos:R:3:lowdin_charge:R:1
C -0.98886 -3.42538 -1.11148 -0.03
C -1.61092 -2.07049 -1.19548 -0.34
C -3.09856 -1.98785 -0.92606 -0.08
C -3.48268 -0.86710 0.00847 -0.27
C -4.52309 0.00050 -0.30995 -0.07
C -4.87318 1.02291 0.55495 -0.09
C -4.18929 1.18644 1.74784 -0.08
C -3.15658 0.32345 2.07633 -0.07
C -2.80333 -0.69558 1.21042 -0.03
N -0.85009 -1.10889 -1.51232 0.12
N -1.31250 0.15957 -1.62851 0.08
C -0.46552 1.17520 -1.93375 -0.48
O 0.70885 1.01021 -2.19152 0.05
C -1.11655 2.54145 -1.88068 -0.10
C -1.26648 3.02825 -0.43182 -0.16
C 0.05266 2.96081 0.36071 -0.09
C 0.06071 1.72597 1.25482 -0.47
O -0.57474 1.67524 2.28367 0.06
N 0.81078 0.69837 0.77665 0.08
N 0.83573 -0.49253 1.42109 0.12
C 1.51215 -1.46621 0.97421 -0.34
C 1.47503 -2.72849 1.77460 -0.03
C 2.35341 -1.45699 -0.28459 -0.10
C 3.54698 -0.54417 -0.14106 -0.22
C 3.71020 0.55686 -0.97342 -0.05
C 4.80570 1.39020 -0.82837 -0.08
C 5.75124 1.13624 0.15000 -0.10
C 5.59735 0.04007 0.98139 -0.08
C 4.50377 -0.79382 0.83569 -0.04
H 0.05946 -3.37023 -1.38680 0.07
H -1.50332 -4.11329 -1.78158 0.08
H -1.08073 -3.81244 -0.09747 0.08
H -3.61956 -1.86452 -1.88235 0.13
H -3.42427 -2.93856 -0.49686 0.12
H -5.06145 -0.12538 -1.24057 0.11
H -5.68107 1.69116 0.29358 0.10
H -4.45847 1.98719 2.41961 0.11
H -2.60644 0.45743 2.99257 0.10
H -1.98090 -1.34898 1.46170 0.11
H -2.27704 0.36834 -1.37484 0.13
H -0.47491 3.23275 -2.42929 0.12
H -2.09629 2.51449 -2.36089 0.12
H -2.02301 2.43712 0.09082 0.10
H -1.62413 4.05883 -0.46259 0.11
H 0.11997 3.82515 1.02212 0.12
H 0.90700 2.96893 -0.31553 0.11
H 1.32606 0.80563 -0.09427 0.10
H 0.80181 -2.60980 2.61830 0.08
H 1.14641 -3.56166 1.15529 0.07
H 2.47082 -2.96428 2.14792 0.07
H 1.73668 -1.13003 -1.12694 0.10
H 2.69774 -2.47407 -0.48276 0.12
H 2.97968 0.75934 -1.74341 0.09
H 4.92112 2.24112 -1.48410 0.10
H 6.60542 1.78757 0.26348 0.10
H 6.33242 -0.16715 1.74571 0.10
H 4.39484 -1.64889 1.48732 0.11
```

No. 4
A molecular structure, C4H2FLaLiO4. Source: OMol25; level of theory: the ωB97M-V functional and the def2-TZVPD basis.

Output
Energy above the lowest of the compared OMol25 structures with the same formula, charge and spin (kJ/mol): 218.8
Electronic energy (Eh): -592.32062
HOMO (eV): -19.55
Kohn-Sham gap (eV): 4.613
Total charge: +3

```
13
Properties=species:S:1:pos:R:3:lowdin_charge:R:1
O -0.92226 -5.75162 0.00997 0.14
C -1.31966 -6.83851 -0.05982 -0.40
O -1.71620 -7.92264 -0.16079 0.26
O 0.48507 3.45744 0.77350 0.05
C 1.14507 3.51708 -0.33584 -0.09
C 0.10452 2.08422 1.10610 -0.07
O 1.35227 2.28084 -0.77562 -0.08
C 0.40863 1.34232 -0.17404 -0.46
Li 0.12569 3.83725 -2.44170 0.88
H -0.95542 2.07069 1.37790 0.17
H 0.73896 1.75838 1.93727 0.15
F -0.72446 1.42153 -1.02480 -0.03
La 1.27780 -1.25697 -0.23210 2.50
```

No. 5
A molecular structure, C4H5IrO6. Source: OMol25; level of theory: the ωB97M-V functional and the def2-TZVPD basis.

Output
Energy above the lowest of the compared OMol25 structures with the same formula, charge and spin (kJ/mol): 0.0
Electronic energy (Eh): -710.21608
HOMO (spin up / spin down) (eV): -17.22 / -18.81
2S+1: 5
Kohn-Sham gap (spin up / spin down) (eV): 8.026 / 4.399
Total charge: +2

```
16
Properties=species:S:1:pos:R:3:lowdin_charge:R:1
O -0.25783 -0.86266 2.04372 -0.10
C -0.24517 0.39438 1.90659 -0.74
O -0.63512 1.13092 2.85903 -0.04
O 0.18667 1.00122 0.81940 0.14
Ir -0.91028 -0.52589 3.74890 1.55
C 1.82909 -0.46956 -0.01336 0.05
C 0.63777 0.35144 -0.41322 -0.27
H 2.59373 0.16319 0.45172 0.13
H 1.55475 -1.39086 0.50778 0.11
H 0.86803 1.19845 -1.06472 0.19
O -0.38829 -0.45465 -0.94468 0.21
C -1.26489 0.12316 -1.77207 -0.43
O -1.28388 1.28512 -2.08420 0.52
O -2.11798 -0.80522 -2.16851 0.34
H -2.73480 -0.42862 -2.81023 0.19
H 2.16819 -0.71042 -1.06616 0.14
```

No. 6
A molecular structure, C20H29FeN5O2S2. Source: OMol25; level of theory: the ωB97M-V functional and the def2-TZVPD basis.

Output
Energy above the lowest of the compared OMol25 structures with the same formula, charge and spin (kJ/mol): 98.0
Electronic energy (Eh): -3263.55537
HOMO (spin up / spin down) (eV): -9.91 / -10.37
2S+1: 6
Kohn-Sham gap (spin up / spin down) (eV): 5.921 / 6.087
Total charge: +1

```
59
Properties=species:S:1:pos:R:3:lowdin_charge:R:1
Fe -0.19060 -0.43314 -0.35971 0.51
C -0.49655 -3.31876 1.05297 -0.18
C -1.97474 -3.07508 1.31912 -0.19
N -2.27724 -1.65226 1.29869 -0.10
C -3.62491 -1.28634 0.89586 -0.26
C -3.91030 -1.66502 -0.55873 -0.43
S -2.53477 -1.36285 -1.70303 0.86
C -1.84166 -3.03562 -1.92452 -0.42
C -0.41166 -3.29357 -1.44544 -0.27
N -0.00133 -2.65310 -0.17551 -0.13
H -0.31456 -4.39709 0.99172 0.13
H 0.09292 -2.92791 1.88380 0.11
H -2.24639 -3.55315 2.26762 0.13
H -2.56794 -3.56918 0.55330 0.10
H -2.05758 -1.23565 2.19368 0.10
H -3.71180 -0.20367 1.00574 0.11
H -4.40172 -1.74417 1.52372 0.12
H -4.74813 -1.07308 -0.92457 0.08
H -4.20365 -2.70891 -0.65880 0.07
H -1.85208 -3.22670 -2.99763 0.08
H -2.54525 -3.73506 -1.47953 0.07
H 0.27570 -2.91956 -2.20151 0.08
H -0.28199 -4.37995 -1.37417 0.13
H 1.00893 -2.76466 -0.14075 0.12
C -1.60014 3.39723 1.33125 0.02
C -0.96182 2.08650 1.01101 -0.26
N -1.14311 1.43965 -0.06488 -0.05
O -2.00528 1.98257 -0.98337 -0.02
C 0.06130 1.48507 1.96747 -0.40
C -0.36453 1.65183 3.42685 -0.01
N 0.15791 -0.00238 1.70512 -0.06
O 0.99952 -0.53537 2.37330 0.06
H -2.17946 3.75310 0.48557 0.09
H -0.83944 4.13715 1.58464 0.10
H -2.25958 3.30261 2.19513 0.10
H -1.78557 1.49548 -1.79938 0.05
H -0.40344 2.70876 3.68011 0.10
H 0.36564 1.16801 4.07282 0.09
H -1.34893 1.21578 3.60643 0.10
C 1.45064 2.12272 1.69948 -0.05
C 2.44295 1.28334 0.86621 -0.32
C 3.70727 2.06581 0.70944 -0.02
C 4.27422 2.23791 -0.47753 -0.02
C 3.65272 1.70361 -1.66953 -0.14
C 4.22616 1.85618 -2.90902 -0.03
C 3.58967 1.37048 -4.05072 -0.04
C 2.35651 0.74393 -3.95659 -0.11
C 1.72880 0.56397 -2.73247 -0.56
S 0.16292 -0.18797 -2.67817 0.68
C 2.38848 1.01597 -1.52878 -0.23
N 1.80807 0.80936 -0.35129 0.09
H 1.92503 2.37906 2.64709 0.13
H 2.69927 0.39531 1.46480 0.14
H 1.27949 3.05567 1.15811 0.14
H 4.14645 2.47123 1.61232 0.12
H 5.19785 2.79308 -0.58233 0.12
H 5.17747 2.36619 -2.98841 0.12
H 4.05325 1.49393 -5.01968 0.11
H 1.85701 0.38874 -4.84728 0.10
```

No. 7
A molecular structure, C14H19BrMnN3Te. Source: OMol25; level of theory: the ωB97M-V functional and the def2-TZVPD basis.

Output
Energy above the lowest of the compared OMol25 structures with the same formula, charge and spin (kJ/mol): 44.6
Electronic energy (Eh): -4701.98898
HOMO (spin up / spin down) (eV): -10.10 / -10.21
2S+1: 6
Kohn-Sham gap (spin up / spin down) (eV): 7.160 / 6.704
Total charge: +1

```
39
Properties=species:S:1:pos:R:3:lowdin_charge:R:1
Mn 0.96878 0.65249 0.06557 0.59
N 3.21674 0.29454 0.33864 -0.05
C 4.16742 1.31997 0.85173 -0.23
C 3.97815 2.67778 0.19423 -0.19
C 2.69043 3.39104 0.57359 -0.23
N 1.50377 2.81543 -0.09992 -0.10
H 3.34297 -0.56538 0.86733 0.09
H 3.51044 0.06122 -0.60895 0.09
H 5.19177 0.97715 0.69765 0.12
H 4.00917 1.40472 1.92766 0.12
H 4.04764 2.57970 -0.89545 0.12
H 4.81729 3.30813 0.49154 0.12
H 2.77066 4.45483 0.34546 0.12
H 2.52834 3.30323 1.64971 0.13
H 1.53032 3.03972 -1.09288 0.10
H 0.65722 3.27618 0.23506 0.01
Te -1.51101 1.49025 0.27704 0.85
C -3.41375 0.65650 -0.08041 -0.66
C -4.36011 0.70378 0.93581 -0.17
C -5.63585 0.20685 0.70534 -0.08
C -5.96485 -0.33553 -0.52836 -0.08
C -5.01461 -0.38129 -1.53818 -0.09
C -3.73560 0.11206 -1.31867 -0.16
H -4.10945 1.13021 1.89804 0.09
H -6.37393 0.24692 1.49578 0.11
H -6.96085 -0.71983 -0.70314 0.11
H -5.26688 -0.80073 -2.50356 0.11
H -2.99885 0.07910 -2.11027 0.09
Br 2.90981 -4.85960 -1.35834 0.81
C 1.53625 -3.79189 -0.65090 -0.67
C 0.35030 -4.34875 -0.19620 -0.07
C -0.61930 -3.49803 0.30318 -0.02
C -0.37759 -2.13612 0.33633 -0.13
N 0.77216 -1.59997 -0.09329 -0.05
C 1.70694 -2.42299 -0.58415 -0.19
H 0.19333 -5.41778 -0.23922 0.12
H -1.56298 -3.88110 0.66411 0.12
H -1.11669 -1.43749 0.70870 0.05
H 2.62240 -1.98532 -0.96061 0.09
```

No. 8
A single C4H5NO molecule. Source: OMol25; level of theory: the ωB97M-V functional and the def2-TZVPD basis.

Output
Energy above the lowest of the compared OMol25 structures with the same formula, charge and spin (kJ/mol): 194.4
Electronic energy (Eh): -285.34053
HOMO (eV): -7.95
Kohn-Sham gap (eV): 8.794
Structure (SMILES): N=C=C/C=C\O
Total charge: 0

```
11
Properties=species:S:1:pos:R:3:lowdin_charge:R:1
N 2.43893 -0.01313 0.37646 0.14
C 1.39684 0.50594 -0.00678 -0.18
C 0.29633 1.15915 -0.33794 -0.10
C -1.05835 0.60637 -0.28414 -0.11
C -1.34696 -0.63932 0.09413 -0.22
O -0.33797 -1.51382 0.41147 -0.02
H 2.91454 -0.58907 -0.31784 0.08
H 0.43515 2.16913 -0.71151 0.10
H -1.87217 1.25419 -0.59565 0.10
H -2.35883 -1.04196 0.09196 0.11
H -0.50752 -1.89750 1.27985 0.11
```